23
Properties=species:S:1:pos:R:3 method="wB97M-V/def2-TZVPD" smiles=Cc1ccccc1.CC gap_ev=10.05 e_above_lowest_kj_mol=69.4
C 0.89 -0.75 1.98
C 0.28 -1.21 0.68
C 0.69 -0.60 -0.50
C -0.19 -0.70 -1.60
C -1.45 -1.21 -1.48
C -1.85 -1.86 -0.30
C -0.90 -1.95 0.70
H 1.67 -0.03 1.72
H 1.38 -1.56 2.55
H 0.21 -0.24 2.66
H 1.66 -0.14 -0.62
H 0.14 -0.26 -2.54
H -2.17 -1.15 -2.27
H -2.80 -2.36 -0.25
H -1.16 -2.53 1.58
C 0.41 3.16 0.63
C 1.39 3.32 -0.59
H -0.34 3.96 0.65
H -0.11 2.21 0.45
H 0.86 3.16 1.62
H 2.36 3.00 -0.25
H 1.46 4.27 -1.08
H 1.10 2.51 -1.27


23
Properties=species:S:1:pos:R:3 method="wB97M-V/def2-TZVPD" smiles=Cc1ccccc1.CC gap_ev=10.22 e_above_lowest_kj_mol=192.5
C -2.65 0.22 0.23
C -1.21 0.89 0.08
C -1.08 1.98 -0.66
C 0.25 2.53 -0.65
C 1.16 2.16 0.30
C 0.88 1.06 1.16
C -0.34 0.46 1.06
H -3.24 0.65 -0.53
H -3.16 0.54 1.14
H -2.40 -0.88 -0.02
H -1.93 2.52 -0.99
H 0.65 3.16 -1.43
H 2.20 2.51 0.37
H 1.66 0.71 1.99
H -0.64 -0.46 1.63
C 1.99 -1.91 -0.36
C 0.54 -2.46 -0.54
H 1.93 -1.43 0.59
H 2.58 -2.83 -0.40
H 2.37 -1.37 -1.18
H 0.37 -3.44 0.06
H -0.21 -1.78 -0.29
H 0.30 -2.85 -1.55


23
Properties=species:S:1:pos:R:3 method="wB97M-V/def2-TZVPD" multiplicity=2 gap_ev="9.28 / 5.58" e_above_lowest_kj_mol=127.1 charge=+1
C 0.20 0.31 -0.36
C 3.94 0.11 1.32
C 3.21 -1.07 1.16
C 3.53 1.40 0.85
C 1.88 -1.01 0.78
C 2.27 1.45 0.41
C 1.43 0.28 0.38
H 4.99 0.02 1.55
H 3.64 -2.03 1.36
H 4.20 2.26 0.88
H 1.36 -2.00 0.62
H 1.79 2.26 -0.12
H -0.75 -0.04 0.10
H 0.27 -0.17 -1.37
H -0.23 1.32 -0.45
C -3.74 -0.13 -1.60
C -4.21 -0.62 -0.23
H -4.21 -0.63 -2.46
H -4.20 0.89 -1.70
H -2.66 -0.27 -1.58
H -4.75 -1.58 -0.26
H -4.63 0.20 0.36
H -3.32 -0.95 0.36